Entry 1:
# C38H31Cl2N8O6SV

A structure of composition C38H31Cl2N8O6SV (ωB97M-V with the def2-TZVPD basis set, the OMol25 dataset).

Each line ends with the Mulliken spin population.
Atoms and positions in Å:
N (-0.171, 1.770, 4.763)  -0.008
H (-3.344, 1.402, 1.716)  0.006
N (0.212, 3.326, 1.225)  -0.026
H (-0.372, -0.502, -2.415)  0.003
Cl (-6.075, 0.948, -2.930)  0.000
H (-2.226, 2.117, 6.344)  0.000
N (-1.873, 2.083, -0.114)  -0.022
C (1.723, -0.298, -2.776)  0.002
C (-3.852, 1.482, -1.559)  -0.001
H (1.897, 3.133, 2.396)  -0.003
C (3.245, -0.151, 3.441)  -0.002
H (1.732, 1.836, -2.711)  0.001
C (-2.519, 1.972, 5.303)  -0.015
S (-0.313, -0.505, -4.576)  0.000
O (0.925, 0.660, -0.129)  -0.018
C (0.456, -2.068, -5.010)  0.000
H (-0.066, 2.357, 5.620)  0.000
H (1.659, -6.675, -6.161)  0.000
C (2.268, 1.043, -2.155)  0.002
C (1.527, -2.996, 3.706)  0.007
C (1.648, -3.449, -6.632)  0.000
H (2.222, 1.955, 5.961)  0.000
H (4.100, 0.415, 5.273)  0.002
C (2.118, 0.005, 2.624)  0.102
H (2.883, -5.795, -7.034)  0.000
H (3.020, -6.129, -5.283)  0.000
C (1.157, 5.742, 0.270)  0.021
C (1.039, -2.208, -6.285)  0.000
C (1.960, -3.253, 2.415)  -0.004
H (-4.638, 2.567, 5.541)  0.002
C (1.149, -2.842, 1.320)  -0.002
N (-0.479, -2.004, 2.832)  0.008
H (2.221, -3.615, -7.577)  0.000
C (1.982, 1.238, -0.628)  -0.004
C (0.967, -4.357, -4.490)  0.000
H (2.934, -3.650, 2.293)  0.000
H (2.125, -0.341, 1.625)  -0.015
C (1.583, -4.509, -5.696)  0.000
C (-4.470, -0.816, -1.525)  0.002
C (-3.127, 1.518, 2.722)  0.069
Cl (-5.686, -1.954, -1.994)  0.000
C (2.292, -5.807, -6.072)  0.000
N (1.064, 0.692, 3.025)  -0.060
O (0.366, 0.381, -5.572)  0.000
C (2.167, 1.280, 5.091)  -0.007
C (0.030, 5.161, -0.303)  -0.017
H (3.339, 1.140, -2.317)  0.000
C (-2.778, 1.173, -0.666)  0.042
H (2.121, -0.423, -3.727)  0.000
C (0.334, -3.148, -4.130)  0.000
C (-0.825, -1.627, 0.471)  -0.020
C (-3.396, -1.159, -0.671)  -0.004
H (-3.459, -2.155, -0.320)  0.000
O (2.797, 1.879, 0.038)  0.002
C (-4.134, 1.829, 3.574)  -0.008
H (-5.180, 1.841, 3.316)  0.000
C (-0.415, 3.956, 0.202)  0.036
H (1.455, 6.689, -0.057)  0.003
H (-3.976, 2.503, -1.877)  0.000
C (0.026, -2.114, 1.597)  0.052
C (0.273, -2.406, 3.879)  0.006
C (-1.674, 3.373, -0.432)  0.026
O (-2.295, 4.004, -1.249)  0.007
C (3.237, 0.438, 4.671)  0.017
N (0.270, -0.139, -3.081)  -0.001
C (-4.669, 0.453, -1.975)  -0.001
H (0.810, -5.111, -3.685)  0.000
C (-3.818, 2.174, 4.901)  0.025
C (1.333, 3.886, 1.688)  0.071
V (-0.399, 1.303, 1.470)  2.678
H (2.014, -1.104, -2.102)  -0.001
H (2.667, 5.520, 1.722)  -0.001
H (-0.561, 5.625, -1.064)  -0.001
N (-1.826, 1.513, 3.111)  -0.083
H (-0.203, -2.282, 4.826)  0.000
C (1.785, 5.112, 1.281)  -0.001
O (-1.387, -2.308, -1.775)  0.002
C (-2.595, -0.159, -0.220)  -0.005
H (4.051, -0.770, 3.068)  -0.001
H (1.975, -3.195, 4.629)  0.001
H (-0.253, -3.086, -3.194)  0.000
C (-1.555, 1.723, 4.366)  0.057
H (1.293, -1.343, -6.906)  0.000
O (-0.923, -2.560, -0.412)  0.011
N (-1.444, -0.489, 0.596)  -0.007
C (1.013, 1.224, 4.280)  0.074
H (1.515, -2.945, 0.297)  0.000

Output
LUMO level (alpha / beta) (Eh): 0.0631 / 0.0631
Total charge: -1
Multiplicity: 4
Expectation value of S²: 3.7602


Entry 2:
# CH5O4P2

A cluster of 2 separate species, CH5O4P2 in total (ωB97M-V with the def2-TZVPD basis set, the OMol25 dataset).

Each line ends with the Löwdin charge.
Atoms and positions in Å:
H (0.067, -0.172, -2.874)  -0.005
O (2.088, 0.100, 0.454)  -0.429
H (-0.015, 0.430, 1.466)  -0.049
H (-1.120, -0.783, 1.292)  0.009
C (-0.324, -0.435, 2.008)  -0.090
H (-0.886, -0.011, 2.832)  0.009
P (-0.876, 0.490, -1.188)  0.485
P (1.346, 0.158, -0.788)  0.411
H (0.423, -1.131, 2.277)  0.006
O (-1.456, 1.747, -0.817)  -0.482
O (-0.677, 0.519, -2.847)  -0.381
O (1.430, -0.913, -1.816)  -0.485

Output
LUMO level (alpha / beta) (Eh): 0.1321 / 0.1321
Total charge: -1


no.,strongest force on any atom (eV/A)
1,3.43
2,3.87